1.
{"formula": "C2H5OPS", "method": "ωB97M-V/def2-TZVPD", "charge": 0, "total_energy_ev": -24323.6209, "lumo_energy_ev": -0.20, "e_above_lowest_kcal_mol": 60.38, "orbital_gap_ev": 8.187, "homo_ev": -8.39, "species": ["C", "P", "C", "S", "O", "H", "H", "H", "H", "H"], "xyz": [[0.8885, 1.6506, 0.0654], [0.6564, 0.1779, 1.1706], [-0.2620, -0.8286, 0.0031], [-0.5229, -2.3885, 0.2622], [-1.4010, -2.8741, -1.0844], [0.0717, 1.7373, -0.6485], [1.8298, 1.5488, -0.4695], [0.9369, 2.5474, 0.6764], [-0.5437, 0.6207, 1.7398], [-1.6537, -2.1915, -1.7152]], "forces_ev_per_angstrom": [[0.0, -0.1, 0.2], [0.3, 0.4, -0.4], [0.0, -1.8, 0.3], [-0.7, 1.9, -1.7], [0.3, -1.3, 0.9], [0.0, 0.0, 0.0], [0.0, 0.0, 0.0], [0.1, 0.2, 0.1], [-0.3, 0.0, 0.3], [0.3, 0.7, 0.3]], "mulliken_charge": [-0.8774, -0.0104, -0.1705, 0.2532, -0.4998, 0.2828, 0.2771, 0.3443, 0.0475, 0.3531]}

=====

2.
{"formula": "C5H5Cl", "method": "ωB97M-V/def2-TZVPD", "charge": 0, "total_energy_ev": -17785.6220, "lumo_energy_ev": 0.79, "e_above_lowest_kcal_mol": 44.69, "orbital_gap_ev": 9.987, "homo_ev": -9.20, "species": ["C", "C", "C", "C", "C", "Cl", "H", "H", "H", "H", "H"], "xyz": [[-0.8428, -2.3903, -0.0356], [-1.2538, -1.1610, 0.3051], [-0.2697, -0.1031, 0.1199], [0.5233, 0.8168, 0.0895], [1.3369, 1.9963, -0.0521], [0.3568, 3.3145, -0.6750], [-1.6683, -3.1272, -0.0889], [0.1479, -2.6354, -0.1631], [-2.2392, -0.9301, 0.5602], [2.1070, 1.7906, -0.8673], [1.8019, 2.4288, 0.8072]], "forces_ev_per_angstrom": [[-4.1, 0.3, 1.0], [3.3, -0.2, -1.6], [0.2, 1.1, 1.1], [-1.2, -1.3, 0.5], [1.2, -0.6, -2.2], [-0.7, 1.0, -0.5], [1.0, 0.0, 0.2], [1.9, -0.5, -0.7], [-1.4, 0.4, 0.2], [-0.7, 0.3, 1.3], [0.3, -0.4, 0.7]], "mulliken_charge": [-0.6404, -0.6474, 0.0230, 0.5272, -0.5150, -0.1825, 0.2230, 0.3220, 0.3395, 0.2472, 0.3034]}

=====

3.
{"formula": "C2H8NOS", "method": "ωB97M-V/def2-TZVPD", "charge": 1, "total_energy_ev": -16565.8798, "lumo_energy_ev": [-5.74, -5.74], "e_above_lowest_kcal_mol": 100.64, "orbital_gap_ev": [9.554, 9.554], "homo_ev": [-15.30, -15.30], "species": ["C", "C", "N", "O", "S", "H", "H", "H", "H", "H", "H", "H", "H"], "xyz": [[-0.1273, -0.4900, 1.5366], [-0.3588, -0.9778, -1.4181], [1.3139, 1.4199, -0.2104], [-1.7404, 1.0699, -0.0188], [-0.5917, 0.2632, -0.0812], [0.2419, 0.2673, 2.2658], [0.6904, -1.1278, 1.4366], [-1.0767, -0.9395, 2.0611], [-0.2757, -0.4395, -2.3481], [-1.2619, -1.5597, -1.3073], [0.6600, -1.4982, -1.1226], [1.1486, 2.2443, 0.3709], [1.3775, 1.7679, -1.1646]], "forces_ev_per_angstrom": [[-2.9, 1.0, 1.5], [1.8, 0.1, 2.1], [-2.3, -2.3, 0.3], [-1.8, 0.4, -0.3], [6.1, 1.3, 1.1], [-0.5, 0.2, -1.0], [1.0, -1.5, -0.6], [1.7, 0.5, -1.4], [-0.1, 0.1, -0.3], [-0.1, -0.6, -0.3], [-2.3, 0.9, -0.7], [-0.5, -0.1, 0.1], [-0.4, -0.1, -0.3]], "mulliken_charge": [-0.8280, -0.7982, -0.5520, -0.4323, 0.8288, 0.3450, 0.3658, 0.3641, 0.3748, 0.3851, 0.3480, 0.3065, 0.2923]}

=====

4.
{"formula": "C5H7NO", "method": "ωB97M-V/def2-TZVPD", "charge": 0, "total_energy_ev": -8832.5088, "lumo_energy_ev": 0.75, "e_above_lowest_kcal_mol": 85.19, "orbital_gap_ev": 10.469, "homo_ev": -9.72, "species": ["H", "N", "C", "C", "C", "C", "H", "H", "H", "H", "C", "O", "H", "H"], "xyz": [[0.1580, -0.4797, -1.3035], [-0.0222, 0.5078, -1.1020], [-0.5113, 0.6578, 0.0562], [-0.8928, -0.4209, 1.0473], [-0.5460, -1.7660, 0.5932], [-0.2612, -2.8567, 0.1708], [-0.6884, 1.6823, 0.4038], [-0.4385, -0.2102, 2.0247], [-1.9770, -0.3390, 1.1917], [-0.0295, -3.8368, -0.1846], [1.9601, 1.7467, -0.3098], [1.8458, 2.8631, -0.7383], [2.4177, 0.9064, -0.8667], [1.6283, 1.4604, 0.7137]], "forces_ev_per_angstrom": [[-0.2, 0.0, 0.0], [-0.3, -0.2, 0.3], [-0.1, 0.0, -0.3], [-0.1, -0.1, 0.0], [0.1, -0.5, -0.2], [-0.1, 0.4, 0.2], [-0.1, -0.2, -0.1], [0.0, 0.0, -0.2], [0.1, -0.1, 0.1], [0.0, 0.2, 0.1], [0.2, 0.4, 0.1], [0.2, -0.4, 0.2], [0.0, 0.2, -0.1], [0.2, 0.2, -0.1]], "mulliken_charge": [0.2081, -0.7236, -0.2038, -0.4156, -0.7092, 0.3451, 0.5288, 0.2919, 0.2762, 0.4093, -0.0058, -0.4357, 0.2260, 0.2083]}

=====

Which formula does entry 4 have? C5H7NO

=====

Please write out number 3 again, unchanged.
{"formula": "C2H8NOS", "method": "ωB97M-V/def2-TZVPD", "charge": 1, "total_energy_ev": -16565.8798, "lumo_energy_ev": [-5.74, -5.74], "e_above_lowest_kcal_mol": 100.64, "orbital_gap_ev": [9.554, 9.554], "homo_ev": [-15.30, -15.30], "species": ["C", "C", "N", "O", "S", "H", "H", "H", "H", "H", "H", "H", "H"], "xyz": [[-0.1273, -0.4900, 1.5366], [-0.3588, -0.9778, -1.4181], [1.3139, 1.4199, -0.2104], [-1.7404, 1.0699, -0.0188], [-0.5917, 0.2632, -0.0812], [0.2419, 0.2673, 2.2658], [0.6904, -1.1278, 1.4366], [-1.0767, -0.9395, 2.0611], [-0.2757, -0.4395, -2.3481], [-1.2619, -1.5597, -1.3073], [0.6600, -1.4982, -1.1226], [1.1486, 2.2443, 0.3709], [1.3775, 1.7679, -1.1646]], "forces_ev_per_angstrom": [[-2.9, 1.0, 1.5], [1.8, 0.1, 2.1], [-2.3, -2.3, 0.3], [-1.8, 0.4, -0.3], [6.1, 1.3, 1.1], [-0.5, 0.2, -1.0], [1.0, -1.5, -0.6], [1.7, 0.5, -1.4], [-0.1, 0.1, -0.3], [-0.1, -0.6, -0.3], [-2.3, 0.9, -0.7], [-0.5, -0.1, 0.1], [-0.4, -0.1, -0.3]], "mulliken_charge": [-0.8280, -0.7982, -0.5520, -0.4323, 0.8288, 0.3450, 0.3658, 0.3641, 0.3748, 0.3851, 0.3480, 0.3065, 0.2923]}